{"formula": "C31H59FI2N5O4Si3Tl", "method": "ωB97M-V with the def2-TZVPD basis set", "relative_energy_kj_mol": 181.2, "mol_weight_da": 1127.29, "e_tot_ev": -95979.4383, "charge": 2, "homo_ev": -12.62, "lumo_energy_ev": -6.16, "gap_ev": 6.460, "symbols": ["H", "H", "C", "H", "H", "C", "C", "H", "C", "C", "H", "C", "H", "C", "H", "C", "H", "O", "N", "H", "H", "C", "C", "H", "H", "C", "H", "H", "N", "H", "H", "N", "C", "H", "C", "H", "Si", "C", "C", "C", "H", "H", "C", "H", "H", "C", "H", "H", "H", "H", "H", "H", "H", "H", "C", "H", "H", "O", "H", "C", "N", "C", "H", "H", "H", "F", "C", "H", "H", "H", "H", "O", "H", "C", "Tl", "C", "O", "C", "H", "Si", "H", "N", "H", "H", "H", "H", "C", "I", "H", "C", "H", "H", "Si", "I", "C", "H", "H", "C", "H", "H", "H", "H", "H", "C", "C", "H"], "xyz": [[-0.14, -4.75, -6.03], [4.66, -2.84, -4.76], [0.83, -6.19, -1.44], [-1.27, -0.77, -3.45], [-2.00, -5.51, -1.23], [2.69, 1.01, 2.91], [-3.61, -1.36, 0.51], [-2.98, -0.20, 2.86], [2.37, 2.41, 4.84], [3.19, 1.75, -3.69], [-3.70, 4.71, 2.44], [0.61, -1.65, -5.76], [3.45, -1.61, -4.44], [0.77, -3.80, 1.02], [3.45, 1.44, -4.70], [0.99, 2.60, 2.79], [1.39, -1.03, -5.33], [1.48, 1.06, -0.46], [-0.99, -0.46, -0.68], [-3.31, 0.66, -1.35], [3.64, -4.85, -1.30], [2.53, 0.57, 1.63], [-1.70, -4.53, -1.60], [-3.02, 4.33, 5.00], [0.35, 3.88, 4.38], [2.65, -5.56, -4.32], [-0.23, -3.77, 1.46], [-1.90, 7.47, 3.78], [-1.49, -0.04, 0.58], [-1.49, -1.27, -1.05], [2.18, -6.31, -3.70], [-1.82, 4.97, 3.40], [-0.97, 4.08, 2.73], [-4.41, 6.05, 4.29], [-3.26, 0.53, 2.11], [-4.67, -1.30, 0.76], [0.21, -4.40, -1.61], [-2.96, 0.01, 0.70], [3.59, -2.66, -4.70], [-2.99, 5.50, 2.72], [-1.11, 0.32, -1.33], [-2.71, 6.26, 6.34], [0.97, -3.37, -3.05], [-2.38, -1.57, -4.54], [-1.11, -0.67, 1.29], [3.34, -0.66, 1.25], [4.90, -3.94, -2.09], [1.04, -2.20, -6.59], [0.48, -6.82, -2.25], [-3.05, 1.98, -0.20], [1.91, -6.28, -1.38], [-1.77, -4.16, -5.82], [3.65, -3.10, -1.20], [1.42, -3.08, 1.50], [-0.26, 2.85, 0.75], [1.18, -4.80, 1.16], [4.11, 3.54, 4.28], [2.95, -1.36, 0.26], [-3.15, -2.10, 1.17], [-3.50, 1.00, -0.33], [-2.65, 7.19, 4.43], [3.84, -3.94, -1.86], [-2.71, 1.45, 2.29], [-3.54, -1.70, -0.52], [-0.13, -0.98, -6.17], [-2.15, 4.19, 0.64], [1.61, 1.25, 0.76], [-1.29, 4.25, 5.31], [-2.16, -2.20, -2.93], [-4.23, 7.24, 3.01], [0.43, -6.61, -0.52], [4.29, -0.95, 1.95], [3.46, 2.78, -3.51], [0.14, 3.55, 3.38], [1.48, -1.22, -1.59], [-1.64, -1.74, -3.76], [0.70, -3.46, -0.35], [-2.09, 6.25, 5.44], [2.09, -5.48, -5.25], [2.80, -3.86, -3.45], [-2.66, 5.99, 1.80], [2.00, 2.00, 3.50], [3.20, -2.80, -5.70], [-0.41, 2.62, -0.29], [2.96, 1.60, 5.28], [-3.02, 8.04, 4.88], [-0.84, -4.38, -5.30], [4.27, 0.51, -2.30], [3.46, 3.96, 5.86], [-1.13, 3.71, 1.38], [-2.15, -4.43, -2.59], [-2.16, -3.79, -0.95], [-0.20, -2.79, -4.46], [1.06, 1.64, -3.53], [0.78, 2.24, 1.44], [-4.58, 1.10, -0.21], [3.44, 0.50, 3.51], [3.19, 3.69, 4.84], [-1.08, 6.58, 5.70], [2.64, 4.52, 4.39], [-1.05, -5.19, -4.60], [-4.33, 0.72, 2.20], [3.64, -5.91, -4.57], [-2.06, 4.84, 4.82], [-3.69, 6.52, 3.62], [1.46, 2.52, 5.45]], "mulliken_charge": [0.368, 0.419, -1.490, -0.029, 0.504, -0.226, -1.831, 0.403, -0.911, -0.916, 0.372, -1.021, -0.098, -0.977, 0.483, 0.033, 0.113, -0.783, 0.733, 0.243, 0.236, 0.108, -0.977, 0.266, 0.645, -1.097, 0.229, 0.389, -0.152, -0.596, 0.323, 0.186, -1.188, 0.354, -1.735, 0.529, 0.422, 1.537, -0.774, -0.718, 0.115, 0.386, 0.402, 0.559, 0.335, -0.335, 0.461, 0.364, 0.405, 0.240, 0.390, 0.466, -0.085, 0.189, -0.188, 0.344, 0.353, -0.326, 0.329, -1.626, -0.079, -0.306, 0.243, 0.412, 0.398, -0.482, 0.452, 0.464, 0.034, 0.426, 0.449, -0.748, 0.540, -0.782, 0.624, -0.565, 0.328, -0.836, 0.278, 0.147, 0.554, 0.223, 0.341, 0.506, 0.446, 0.358, -1.139, 0.163, 0.402, 0.353, 0.299, 0.086, 0.182, 0.155, 1.024, 0.524, 0.545, -1.083, 0.419, 0.319, 0.359, 0.448, 0.426, -0.562, -0.911, 0.409]}